No. 1
Density functional theory data (ωB97M-V with the def2-TZVPD basis set) for a molecular structure, C8H32O14PV.

Charge ... -2
Energy ... -72458.307 eV
HOMO ... -0.757 eV
ΔE to the lowest compared entry with this formula, charge and spin ... 108.6 kJ/mol
Lowest unoccupied orbital energy ... 3.74 eV
Orbital gap ... 4.50 eV

Structure (XYZ):
```
56
Properties=species:S:1:pos:R:3:forces:R:3
O -0.4980 -0.8016 1.4405 -0.1 0.0 -0.6
V -0.0376 -1.3435 -0.0140 1.3 -2.0 2.8
O 0.8207 -0.1739 -0.6759 0.1 1.0 -0.7
P 0.8419 -3.8917 -0.1115 2.6 -2.0 3.0
O 1.5351 -2.6133 0.4605 -0.6 3.6 -1.0
O 1.1585 -4.9176 0.9813 -1.1 -0.3 -1.8
O 1.4465 -4.1696 -1.5186 -1.2 0.4 0.0
O -0.6102 -3.3230 -0.0690 -1.5 0.8 -1.6
C 3.7431 -1.7634 -2.0801 0.0 0.3 -0.2
O 3.9459 -3.0670 -1.6040 0.2 0.4 -0.4
H 3.0409 -1.1967 -1.4614 -0.1 -0.1 0.0
H 4.6682 -1.1781 -2.1312 0.3 -0.3 0.3
H 3.3802 -1.7553 -3.1163 -0.3 -0.1 -0.1
H 3.0322 -3.4361 -1.5419 0.0 -0.5 0.3
C -1.4147 1.4218 3.8869 -1.3 -0.7 -1.0
O -1.9813 2.0388 5.0303 0.4 0.5 1.0
H -1.1335 0.3719 3.9925 0.5 0.2 0.5
H -2.2098 1.3656 3.1371 0.4 0.2 -0.4
H -0.6004 2.0346 3.5093 0.1 -0.1 0.2
H -2.8055 1.6162 5.2737 0.0 -0.2 -0.2
C -1.7859 2.6617 0.4294 0.3 0.9 0.6
O -3.0898 2.4586 0.9567 -0.4 -0.5 -0.1
H -1.8190 3.1598 -0.5415 0.0 -0.3 -0.2
H -1.2453 3.3284 1.1100 0.2 0.0 0.0
H -1.2223 1.7304 0.4064 -0.3 -0.2 -0.1
H -3.4980 3.3054 1.1436 0.1 0.1 0.0
C 3.0125 -0.3077 2.2156 -1.1 0.3 0.6
O 2.8960 -1.3598 3.1761 0.7 -0.2 -0.1
H 2.0492 0.2107 2.2167 0.0 0.2 -0.4
H 3.7704 0.4239 2.5104 0.3 -0.1 -0.2
H 3.1471 -0.6954 1.2087 0.2 -0.3 0.2
H 2.4960 -0.9872 3.9636 -0.1 0.0 -0.1
C -1.0835 -2.4898 -3.1435 -0.4 -0.1 0.4
O 0.1409 -2.0124 -2.6376 -0.5 0.2 -0.5
H -0.9802 -3.4348 -3.6815 0.1 0.0 -0.1
H -1.8032 -2.6462 -2.3346 0.1 -0.2 0.1
H -1.5597 -1.7483 -3.7929 0.3 0.1 -0.2
H 0.6811 -2.8009 -2.3856 0.3 -0.4 0.4
C 1.7300 3.0958 1.0145 -0.2 0.1 0.8
O 2.5664 3.1193 2.1712 0.9 0.3 0.0
H 1.0991 3.9853 1.1021 -0.5 -0.3 -0.5
H 2.3046 3.1945 0.0951 0.3 -0.2 0.2
H 1.1965 2.1443 1.0461 -0.3 0.2 -0.6
H 2.0305 3.4179 2.9072 0.0 -0.1 0.0
C -3.2721 -0.6688 -0.0356 -0.5 -0.4 -0.8
O -2.0671 -0.5052 -0.7700 0.4 -0.5 0.3
H -4.0980 -0.2960 -0.6486 -0.1 0.2 0.1
H -3.4278 -1.7436 0.0540 0.2 0.0 0.2
H -3.3281 -0.1984 0.9446 0.6 0.1 0.0
H -2.0478 0.3075 -1.2841 -0.2 0.1 0.0
C -1.1699 1.5939 -3.5419 -0.3 0.0 -0.5
O -2.3608 1.6545 -2.7248 0.7 -0.3 -0.1
H -0.8905 2.6178 -3.7935 0.4 -0.1 0.0
H -0.3459 1.0494 -3.0807 -0.3 0.2 0.7
H -1.3502 1.0294 -4.4605 -0.3 0.1 -0.1
H -2.9975 2.1881 -3.2035 -0.1 -0.1 0.1
```
Forces are in eV/Å.

***

No. 2
Density functional theory data (ωB97M-V with the def2-TZVPD basis set) for 8 unconnected molecules or ions with the total composition C8H32O8.

SMILES string ... CO.CO.CO.CO.CO.CO.CO.CO
Charge ... 0
Energy ... -25191.128 eV
HOMO ... -9.475 eV
ΔE to the lowest compared entry with this formula, charge and spin ... 354.2 kJ/mol
Lowest unoccupied orbital energy ... 0.17 eV
Orbital gap ... 9.64 eV

Structure (XYZ):
```
48
Properties=species:S:1:pos:R:3:forces:R:3
C -0.3104 5.9003 -0.5649 -0.4 -0.3 0.6
O -0.1669 4.5267 -0.1558 0.1 0.5 0.1
H -1.1586 5.9727 -1.2456 0.3 0.2 -0.4
H -0.5842 6.4944 0.3077 0.0 -0.2 0.2
H 0.6170 6.3389 -0.9304 -0.1 -0.2 -0.4
H 0.4550 4.0816 -0.7359 0.0 0.1 -0.1
C 1.0430 -1.4651 3.8404 0.1 -0.3 0.5
O 0.1583 -0.4931 3.3199 -0.2 -0.1 -0.1
H 0.5106 -2.2099 4.4379 -0.1 -0.1 -0.1
H 1.6000 -1.9646 3.0467 0.2 0.0 0.1
H 1.7218 -0.9971 4.5529 0.2 0.2 -0.3
H -0.6377 -0.9715 3.0735 -0.1 0.3 -0.1
C -1.3838 2.2335 2.1783 -0.5 0.2 0.0
O -2.2613 3.2272 1.6758 0.0 0.3 0.0
H -0.3434 2.5597 2.1528 0.1 -0.1 0.0
H -1.6809 2.0599 3.2123 0.2 -0.2 0.0
H -1.5210 1.3220 1.5938 0.2 -0.2 0.1
H -1.7808 3.7412 1.0198 0.1 0.0 -0.1
C 3.7638 -0.1134 0.3067 -0.2 0.4 0.4
O 3.5473 -0.7370 1.5540 0.0 -0.5 0.4
H 3.5625 -0.8221 -0.4987 0.2 0.2 -0.3
H 3.0499 0.7090 0.2720 0.0 0.0 -0.2
H 4.7704 0.3081 0.2899 0.0 -0.1 -0.5
H 4.2028 -1.4368 1.6238 0.0 0.0 0.2
C -2.5892 2.4597 -1.8624 -0.3 0.5 -0.5
O -3.1372 1.1563 -1.9908 0.6 0.3 0.4
H -2.2952 2.8587 -2.8382 -0.2 0.1 -0.2
H -3.3503 3.1084 -1.4292 0.0 0.0 -0.1
H -1.6913 2.6095 -1.2591 -0.1 -0.7 0.4
H -2.3984 0.5396 -1.9169 0.0 -0.3 0.0
C -0.9615 -5.2318 -3.5957 -0.3 -0.3 0.6
O 0.1419 -4.8663 -2.8137 0.7 0.4 0.2
H -0.5529 -5.8101 -4.4222 -0.4 0.2 -0.3
H -1.6249 -5.8713 -3.0037 -0.1 -0.3 -0.2
H -1.5719 -4.3731 -3.8828 0.2 0.0 -0.5
H -0.1288 -4.2381 -2.1322 -0.1 -0.1 0.0
C 0.1434 0.1317 -0.5041 -0.4 -1.0 -0.2
O -0.8259 -0.5817 -1.2704 -0.1 0.4 -0.4
H 1.1245 -0.2585 -0.7791 0.2 0.3 0.3
H 0.0847 1.1921 -0.7409 -0.1 0.0 0.1
H -0.0880 -0.0766 0.5410 0.5 0.5 0.2
H -0.6741 -1.5221 -1.1042 -0.3 0.0 -0.1
C 0.9002 -3.1426 0.1139 -0.4 -0.3 1.4
O -0.3793 -3.2880 -0.5261 0.5 0.2 -0.5
H 1.6860 -2.7147 -0.5027 -0.5 -0.1 -0.5
H 0.7600 -2.5006 0.9858 0.2 0.2 -0.1
H 1.2133 -4.1095 0.5106 0.3 -0.1 -0.3
H -0.9589 -3.7355 0.0959 -0.1 0.0 0.0
```
Forces are in eV/Å.

***

No. 3
Density functional theory data (ωB97M-V with the def2-TZVPD basis set) for 8 unconnected molecules or ions with the total composition C8H33NO9.

SMILES string ... COCCNCCOC.CO.CO.O.O.O.O.O
Charge ... 0
Energy ... -28746.832 eV
HOMO ... -9.281 eV
ΔE to the lowest compared entry with this formula, charge and spin ... 0.0 kJ/mol
Lowest unoccupied orbital energy ... -0.18 eV
Orbital gap ... 9.10 eV

Structure (XYZ):
```
51
Properties=species:S:1:pos:R:3:forces:R:3
C -0.7511 0.9550 -4.0909 -1.2 0.6 -0.8
O -0.8288 0.3877 -2.8043 -0.1 -0.1 0.0
C -1.2221 -0.9789 -2.8116 -0.5 -0.3 0.8
C -0.1532 -1.8478 -3.4281 0.9 -1.4 -0.5
N 1.2033 -1.6321 -2.9236 -0.2 0.2 0.7
C 1.3788 -2.0811 -1.5142 0.0 0.9 -1.3
C 2.7672 -1.6694 -1.0741 -0.7 -0.6 0.6
O 2.9215 -0.2875 -1.2519 -0.2 0.4 0.0
C 4.0321 0.2352 -0.5573 0.7 -0.3 -0.1
H -0.0343 0.4932 -4.7694 0.3 0.0 0.3
H -0.6209 2.0348 -4.0379 0.6 -0.1 0.5
H -1.7249 0.9042 -4.5984 -0.1 -0.4 0.1
H -2.2430 -1.1120 -3.1877 0.2 0.1 -0.8
H -1.3933 -1.2748 -1.7722 0.5 0.3 0.2
H -0.1127 -1.8113 -4.5212 -0.2 0.5 0.0
H -0.2959 -2.9222 -3.2551 -0.7 0.2 0.2
H 1.3528 -0.6276 -2.8452 0.2 0.0 -0.4
H 1.2840 -3.1652 -1.4322 -0.1 0.0 -0.1
H 0.6251 -1.5662 -0.9121 0.1 -0.2 0.5
H 3.4938 -2.2797 -1.6165 0.3 0.3 -0.2
H 2.7948 -1.9579 -0.0164 0.5 0.3 0.2
H 4.9454 -0.1807 -1.0000 0.1 -0.2 0.3
H 3.9703 0.0122 0.5099 0.0 -0.1 0.0
H 4.1475 1.3137 -0.6525 -0.7 0.0 -0.3
C -1.2892 1.1606 0.4915 -1.1 0.0 0.0
O -0.1399 1.3683 -0.3220 -0.3 0.0 0.1
H -1.6044 2.0718 1.0000 0.5 0.1 0.1
H -2.1673 0.9011 -0.1132 0.2 -0.2 -0.2
H -1.1513 0.3770 1.2395 0.2 0.0 0.0
H -0.3135 0.9179 -1.1711 0.3 0.4 0.1
C -2.7361 0.2250 4.3051 0.6 -1.4 -0.9
O -3.3383 1.0802 5.2218 0.1 0.6 0.3
H -3.2638 0.1165 3.3469 -0.3 0.2 0.1
H -1.7263 0.5329 4.0295 -0.2 0.7 0.3
H -2.5809 -0.8000 4.6732 -0.3 0.1 0.3
H -4.2167 0.7779 5.4575 0.0 -0.2 -0.1
O 0.7093 -1.5861 2.3567 0.0 -0.2 -0.3
H -0.0090 -1.7684 1.7271 0.1 0.2 0.4
H 0.8740 -2.4296 2.7902 0.0 0.1 0.1
O 1.5817 1.1830 1.9666 0.0 -0.1 0.0
H 1.4852 0.2478 2.2139 -0.1 0.2 -0.2
H 1.1937 1.2736 1.0767 0.2 -0.3 0.3
O -1.8785 -2.3477 1.3983 0.0 -0.3 -0.3
H -2.7794 -2.1184 1.1429 0.1 0.1 0.1
H -1.7424 -3.2360 1.0446 -0.1 0.1 0.1
O -0.2705 3.1708 3.3865 -0.2 0.1 -0.2
H -0.1896 3.5949 2.5014 0.0 -0.5 0.8
H 0.1990 2.3328 3.2883 0.2 0.2 -0.1
O 0.0382 4.0034 0.8828 0.1 0.3 -0.9
H 0.1396 3.2814 0.2399 0.0 0.0 0.1
H -0.3602 4.7277 0.3881 0.0 0.0 0.1
```
Forces are in eV/Å.

***

No. 4
Density functional theory data (ωB97M-V with the def2-TZVPD basis set) for 9 unconnected molecules or ions with the total composition C8H35N16O9.

Charge ... +1
Energy ... -51136.528 eV
HOMO ... -10.963 eV
ΔE to the lowest compared entry with this formula, charge and spin ... 43.6 kJ/mol
Lowest unoccupied orbital energy ... -2.21 eV
Orbital gap ... 8.75 eV

Structure (XYZ):
```
68
Properties=species:S:1:pos:R:3:forces:R:3
O -0.0499 -0.0013 -0.3558 -0.4 0.2 -0.8
H -0.3208 0.9143 -0.0826 -0.3 0.2 0.7
H 0.6834 0.0936 -1.0070 0.6 -0.3 -0.2
H 0.1721 -0.6380 0.3516 0.2 0.1 0.2
C -2.6643 -3.9826 1.8619 1.9 -0.8 -1.2
O -2.4500 -4.7501 2.7836 -0.7 0.5 0.5
N -3.8020 -3.9816 1.0887 -1.7 0.1 0.8
N -1.7118 -3.1568 1.3554 0.4 0.2 -0.5
H -4.5874 -4.4605 1.4980 0.2 -0.3 -0.1
H -3.8634 -3.8781 0.0921 0.6 0.2 0.0
H -1.8977 -2.5048 0.6141 -0.4 0.1 0.2
H -0.7765 -3.0687 1.7062 -0.2 -0.4 0.5
C 3.3233 0.2094 -1.3959 1.7 -0.3 -0.7
O 2.2073 0.0165 -1.8600 -0.5 -0.3 0.4
N 4.4712 -0.0423 -2.1163 -0.5 0.2 0.6
N 3.5794 0.7491 -0.1811 -1.2 0.1 0.2
H 4.4616 -0.6340 -2.9255 -0.1 0.2 -0.2
H 5.2675 0.5194 -1.8785 0.3 -0.4 -0.3
H 2.7568 0.9498 0.3783 0.2 0.2 0.3
H 4.5047 0.8563 0.1870 0.0 -0.1 0.0
C 0.6983 2.7010 -3.0852 0.1 -0.3 0.5
O -0.0172 1.7845 -2.6994 -0.3 0.1 -0.5
N 0.3949 3.5670 -4.0817 0.2 0.5 -0.1
N 1.9078 2.9263 -2.4625 0.3 0.3 -0.2
H -0.4840 3.5803 -4.5654 -0.1 -0.3 0.3
H 0.9825 4.3701 -4.2182 0.0 0.0 -0.1
H 2.5537 3.5680 -2.8948 0.0 0.0 -0.1
H 2.3462 2.0762 -2.1388 -0.3 0.2 0.1
C 2.0029 -3.0618 0.7705 -0.3 -0.3 -0.5
O 1.1317 -2.2330 0.5191 -0.1 0.1 0.4
N 1.8010 -4.4042 0.6882 0.3 0.4 0.0
N 3.2505 -2.6956 1.1672 0.2 0.1 0.2
H 2.6239 -4.9799 0.6644 -0.3 -0.4 0.0
H 0.9495 -4.7414 0.2726 0.0 0.0 0.0
H 3.4454 -1.7149 1.2541 0.1 0.0 -0.2
H 4.0031 -3.3573 1.2189 0.1 0.1 0.1
C 1.8319 0.7272 2.9618 -1.3 -0.9 1.7
O 1.2698 0.8095 1.8784 0.7 0.4 -0.3
N 2.1826 -0.4771 3.5173 0.5 -0.2 -0.7
N 1.8683 1.7495 3.8815 0.3 0.1 -0.8
H 2.0764 -1.2959 2.9424 -0.1 0.0 -0.1
H 2.7871 -0.5848 4.3129 -0.1 0.2 0.1
H 2.5066 1.6348 4.6504 -0.1 0.4 0.1
H 1.7321 2.6614 3.4764 0.2 0.2 0.2
C -1.1831 3.2688 1.0999 1.4 0.1 1.1
O -0.6867 2.5269 0.2656 -0.4 -0.3 -0.6
N -1.5410 4.5553 0.8048 -0.3 0.1 -0.8
N -1.3282 2.9526 2.4209 -0.7 1.0 0.0
H -1.3602 4.8529 -0.1389 0.0 -0.1 0.0
H -1.5972 5.3009 1.4744 0.0 -0.2 0.2
H -1.7779 3.6872 2.9411 0.0 -0.3 0.4
H -0.8248 2.2622 2.9463 0.1 -0.4 -0.6
C -1.4961 -1.3193 -3.6226 -0.2 -0.4 -0.7
O -1.9342 -2.4590 -3.6557 0.0 0.1 0.3
N -0.1602 -1.0326 -3.5515 0.2 0.3 0.3
N -2.2983 -0.2258 -3.7987 0.0 -0.2 0.1
H 0.4058 -1.7585 -3.1466 0.0 0.0 0.0
H 0.0684 -0.0832 -3.2854 0.2 -0.2 0.0
H -1.9396 0.7101 -3.7470 -0.1 0.0 0.0
H -3.2606 -0.4224 -3.9988 0.0 0.2 0.0
C -3.5475 -0.0519 1.0802 0.2 0.7 -0.9
O -2.4340 -0.5263 0.8964 -0.1 0.0 0.3
N -3.8263 1.2210 0.6655 -0.9 0.3 0.4
N -4.6074 -0.7197 1.6131 0.9 0.0 -0.1
H -4.7681 1.5612 0.7383 0.1 0.2 -0.1
H -3.1429 1.8259 0.2529 0.3 -0.3 -0.1
H -4.4351 -1.6935 1.8079 -0.4 -0.1 0.1
H -5.4731 -0.2521 1.7935 -0.1 -0.3 0.1
```
Forces are in eV/Å.